1.
100
Properties=species:S:1:pos:R:3 method="wB97M-V/def2-TZVPD" lumo_ev=-0.414 molar_mass_g_mol=862.746 gap_ev=6.66
O -2.87600 -3.34773 1.81490
C -1.79384 -3.88827 1.93358
O -1.66165 -5.03225 2.61049
H -2.51959 -5.31823 2.96109
C -0.53814 -3.37414 1.36684
C -0.56904 -2.20199 0.65304
C 0.60341 -1.67106 0.07550
C 0.56194 -0.48023 -0.66474
C 1.71167 0.01860 -1.28463
C 1.62849 1.16450 -2.11703
C 2.74179 1.69493 -2.68325
C 4.00468 1.12891 -2.43406
C 4.12570 0.02367 -1.64056
C 2.97628 -0.60599 -1.05581
C 3.03082 -1.75438 -0.24028
C 1.85292 -2.34010 0.27333
C 1.84910 -3.56068 1.03126
C 0.67705 -4.05846 1.54808
H 0.70806 -4.97975 2.10464
O 2.96015 -4.28329 1.25662
H 3.73376 -3.80343 0.91434
O 4.20800 -2.34721 0.08211
H 4.95443 -1.77853 -0.17539
O 5.34288 -0.56521 -1.36883
C 6.54267 0.00431 -1.80354
O 6.75880 1.32182 -1.40419
C 6.82182 1.59932 0.00067
C 5.47842 2.04487 0.59952
O 4.64672 0.95706 0.90640
H 3.92105 1.30323 1.44924
H 5.71054 2.61177 1.50891
H 4.98765 2.71588 -0.12127
C 7.46050 0.44028 0.79124
O 8.13403 0.92272 1.92086
H 9.00264 1.23773 1.63328
C 8.43168 -0.30762 -0.13656
O 9.45459 0.55087 -0.57947
H 9.06559 1.21863 -1.15915
C 7.67223 -0.95505 -1.30602
O 7.16981 -2.18152 -0.85350
H 6.69194 -2.62391 -1.56486
H 8.39028 -1.10647 -2.12751
H 8.92844 -1.10382 0.42623
H 6.68070 -0.23796 1.14786
H 7.48559 2.47262 0.05516
H 6.55143 0.06183 -2.90605
H 4.87738 1.59751 -2.85757
H 2.67890 2.56320 -3.32129
H 0.65673 1.59924 -2.29050
C -0.67207 0.33625 -0.63976
C -1.79831 -0.00971 -1.38627
C -1.73927 -1.07101 -2.32720
C -2.84175 -1.44702 -3.02418
C -4.08420 -0.83525 -2.77420
C -4.17930 0.18828 -1.87549
C -3.02327 0.70350 -1.19676
C -3.04447 1.83283 -0.35272
C -1.88260 2.23318 0.34674
C -0.69710 1.44261 0.22422
C 0.44897 1.78753 0.96939
C 0.46440 2.89712 1.77517
C -0.68190 3.70330 1.88585
C -1.83229 3.38748 1.20173
O -2.87971 4.21257 1.37597
H -3.63706 3.88774 0.85918
H -0.67775 4.57872 2.51304
C 1.70841 3.20705 2.49810
O 2.75006 2.59737 2.36196
O 1.61219 4.24144 3.33757
H 2.46051 4.38851 3.78433
H 1.33338 1.17644 0.90600
O -4.15785 2.59064 -0.18078
H -4.92234 2.25014 -0.68299
O -5.37384 0.75919 -1.49969
C -6.60290 0.26369 -1.94797
O -6.81208 -1.07620 -1.62999
C -6.77044 -1.41534 -0.24570
C -7.14673 -0.23384 0.65481
O -7.63316 -0.66820 1.89917
H -7.03538 -1.36824 2.20584
C -8.24963 0.56416 -0.04615
O -8.73331 1.59487 0.77776
H -8.78481 1.22779 1.67040
H -9.06519 -0.12573 -0.30904
C -7.67770 1.20256 -1.32890
O -7.08948 2.44106 -1.04354
H -7.59253 2.80534 -0.29602
H -8.49230 1.33463 -2.05625
H -6.27399 0.42343 0.80466
C -5.41430 -2.00552 0.16937
O -5.55584 -2.52403 1.47080
H -4.68368 -2.85471 1.74266
H -5.13218 -2.78944 -0.54531
H -4.63793 -1.23084 0.15265
H -7.52984 -2.19726 -0.11702
H -6.65443 0.30268 -3.04587
H -4.96523 -1.21078 -3.26680
H -2.79237 -2.24245 -3.75159
H -0.79172 -1.56590 -2.47150
H -1.50823 -1.68996 0.52477

***

2.
92
Properties=species:S:1:pos:R:3 method="wB97M-V/def2-TZVPD" spin_multiplicity=2 lumo_ev="-1.125 / -0.873" molar_mass_g_mol=837.421 gap_ev="6.01 / 6.48"
Tc 0.24483 0.39387 0.12414
Cl 3.40073 2.14184 6.46538
C 2.95770 1.83509 4.80683
C 3.63676 2.46957 3.77833
C 3.25373 2.23400 2.47408
C 2.20526 1.35998 2.16870
O 1.83933 1.28431 0.89199
C 1.55506 0.68561 3.21668
C 0.51628 -0.39692 2.99272
N -0.38972 -0.23136 1.87621
C -1.53058 -1.00056 1.85560
C -2.24087 -1.46856 2.94283
C -3.37394 -2.29183 2.76965
C -3.78630 -2.70642 1.53576
C -3.05635 -2.29275 0.39329
C -3.32061 -2.75512 -0.91894
C -2.49793 -2.40663 -1.94996
C -1.42644 -1.52568 -1.70249
N -1.21675 -1.01171 -0.51077
C -1.97271 -1.42161 0.55674
C 1.92804 0.95824 4.52893
H 4.43808 3.15838 4.00201
H 3.73640 2.74004 1.65094
H -0.05434 -0.48985 3.92399
H -1.95302 -1.18698 3.94597
H -3.91793 -2.61134 3.64909
H -4.63756 -3.36110 1.41752
H -4.16390 -3.41358 -1.08368
H -2.65022 -2.78208 -2.95089
H -0.72868 -1.24263 -2.48281
H 1.40516 0.48462 5.34953
C 3.25731 -2.68421 3.91928
C 2.05501 -2.12073 4.00040
C 1.23430 -1.75861 2.80591
C 1.90556 -1.97631 1.46562
C 3.17065 -2.70229 1.46929
C 3.81927 -2.97475 2.61269
N 1.33781 -1.63265 0.34497
C 1.59741 -2.53915 -0.73527
C 1.21448 -3.86898 -0.54941
C 1.37010 -4.79107 -1.56763
C 1.91081 -4.39613 -2.78582
C 2.28442 -3.07470 -2.96697
C 2.12654 -2.14569 -1.94761
H 3.82266 -2.92442 4.80773
H 1.61305 -1.91455 4.96603
H 0.41209 -2.49525 2.77155
H 3.62984 -2.90881 0.51385
H 4.80636 -3.41520 2.56070
H 0.77090 -4.17034 0.39162
H 1.05912 -5.81422 -1.41269
H 2.03749 -5.11502 -3.58359
H 2.70477 -2.74568 -3.90603
H 2.42706 -1.12011 -2.08605
C -2.13538 4.04472 -1.52794
Si -2.17013 2.18532 -1.38018
C -1.71148 1.59615 -3.08447
C -3.87701 1.39737 -1.17707
N -1.17855 1.76426 0.07525
C -1.64778 2.42578 1.24526
C -0.82422 2.62628 2.34766
C -1.27142 3.21024 3.52164
C -2.57349 3.66116 3.62940
C -3.39135 3.56224 2.51374
C -2.93787 2.97392 1.34727
H -2.62269 4.34644 -2.45563
H -1.08582 4.34008 -1.58954
H -2.58945 4.58813 -0.70494
H -2.65086 1.53122 -3.63532
H -1.21543 0.64216 -3.16041
H -1.08409 2.33373 -3.57884
H -4.39585 1.48645 -2.13218
H -4.53989 1.77499 -0.40539
H -3.74033 0.32955 -0.98281
H 0.20900 2.39216 2.26193
H -0.57388 3.33182 4.34047
H -2.93588 4.10800 4.54423
H -4.39827 3.95718 2.54060
H -3.61675 2.95018 0.51610
C 2.41939 2.70755 -6.48117
C 1.80110 1.65247 -5.61457
C 1.12505 0.55998 -6.14977
C 0.57847 -0.32251 -5.24276
N 0.67112 -0.16388 -3.92907
C 1.34144 0.91652 -3.50107
S 1.56827 1.23211 -1.79086
N 1.91023 1.82453 -4.30502
H 2.51862 2.37579 -7.51284
H 3.39534 2.98341 -6.08806
H 1.79578 3.60298 -6.46371
H 1.03366 0.41113 -7.21515
H 0.03386 -1.19962 -5.58072

***

3.
88
Properties=species:S:1:pos:R:3 method="wB97M-V/def2-TZVPD" spin_multiplicity=2 total_charge=-2 lumo_ev="4.627 / 4.622" molar_mass_g_mol=848.461 gap_ev="4.31 / 5.91"
Hg 0.19727 -0.93107 -0.00869
C 3.16276 -2.44168 2.51160
C 3.20301 -0.97572 2.95172
C 3.94546 -0.14862 1.90121
C 1.80767 -0.43204 3.23914
C 0.83970 -1.21663 3.86153
C -0.44889 -0.74671 4.07055
C -0.82347 0.52872 3.66699
C -2.23142 1.02934 3.83809
C 0.14698 1.32196 3.06782
C 1.43720 0.85810 2.86352
H 4.16937 -2.78550 2.25795
H 2.52324 -2.54533 1.63085
H 2.77505 -3.10223 3.28850
H 3.77469 -0.92198 3.88909
H 3.32707 0.01263 1.01285
H 4.86339 -0.66383 1.60415
H 4.23169 0.83291 2.28641
H 1.06952 -2.23533 4.14849
H -1.19199 -1.40257 4.51335
H -2.31268 1.70476 4.69617
H -2.92861 0.20402 3.98493
H -2.55073 1.56560 2.94441
H -0.12341 2.30550 2.69858
H 2.12788 1.49158 2.32494
O -4.34114 -1.23350 2.02739
C -5.05677 -0.79734 0.98168
C -6.42506 -1.08490 0.93773
C -7.19964 -0.65497 -0.12358
C -6.62596 0.07180 -1.16204
C -5.27053 0.35978 -1.11908
C -4.46453 -0.05919 -0.06516
C -2.98620 0.23561 -0.02948
O -2.33431 -0.22183 0.97468
N -2.52397 0.93239 -1.03710
N -1.13576 1.05697 -1.03331
C -0.70089 1.85802 -1.92616
C 0.68844 2.10704 -2.29109
C 0.88087 2.81107 -3.48329
C 2.13146 3.10440 -3.99978
C 3.24967 2.67163 -3.28082
C 3.10796 1.98346 -2.09853
C 1.83228 1.66216 -1.52951
O 1.76369 1.04384 -0.41832
H -3.37963 -0.93697 1.78419
H -6.84957 -1.66027 1.75240
H -8.25835 -0.89299 -0.14449
H -7.22977 0.40603 -1.99775
H -4.78943 0.91989 -1.91078
H -1.44779 2.37790 -2.53821
H -0.00654 3.12046 -4.02972
H 2.23696 3.63808 -4.93658
H 4.24800 2.87721 -3.65861
H 3.97784 1.64794 -1.54364
C 1.86307 -6.08162 -2.95072
C 2.35795 -5.09175 -2.11399
C 1.59377 -3.96121 -1.84345
C 0.32727 -3.78597 -2.40111
C -0.15063 -4.79800 -3.23967
C 0.60077 -5.93190 -3.51459
Si -0.70242 -2.21078 -2.04823
C -2.45843 -2.83004 -1.68344
C -3.48338 -2.87848 -2.63164
C -4.77205 -3.26580 -2.28851
C -5.06751 -3.61853 -0.97910
C -4.06510 -3.57931 -0.01887
C -2.78224 -3.18506 -0.36896
C -0.77397 -1.33418 -3.72808
C 0.25902 -1.48551 -4.66289
C 0.30760 -0.73183 -5.82695
C -0.68519 0.20063 -6.09597
C -1.71623 0.37395 -5.18120
C -1.75433 -0.37610 -4.01420
H 2.45438 -6.96610 -3.16138
H 3.34022 -5.19816 -1.66659
H 1.98363 -3.19440 -1.18068
H -1.13661 -4.69406 -3.68345
H 0.20310 -6.70130 -4.16807
H -3.27659 -2.58381 -3.65619
H -5.55247 -3.26816 -3.04223
H -6.07942 -3.89104 -0.70129
H -4.29360 -3.80870 1.01475
H -2.02205 -3.10231 0.40184
H 1.05177 -2.20153 -4.47048
H 1.13308 -0.86152 -6.51854
H -0.64291 0.80182 -6.99732
H -2.48547 1.11705 -5.36235
H -2.53580 -0.17579 -3.28688

***

4.
103
Properties=species:S:1:pos:R:3 method="wB97M-V/def2-TZVPD" total_charge=-2 lumo_ev=3.118 molar_mass_g_mol=1014.036 gap_ev=4.46
Rb -0.20346 -0.09330 0.12619
Cl -2.42319 2.32488 6.99640
C -1.45211 1.68013 5.67668
C -1.26601 0.28622 5.57076
C -0.51272 -0.23206 4.56084
C 0.13092 0.59616 3.55834
O 0.90360 0.11896 2.70592
C -0.18486 2.01598 3.64932
C 0.25841 2.96383 2.66981
N 0.74860 2.69195 1.51713
C 1.30974 3.67855 0.73722
C 2.18134 4.62786 1.23484
C 2.84212 5.53545 0.38252
C 2.66224 5.48973 -0.97047
C 1.77888 4.53007 -1.52636
C 1.56459 4.39778 -2.92087
C 0.70378 3.45044 -3.38328
C 0.01364 2.63915 -2.45067
N 0.17831 2.74193 -1.15770
C 1.07636 3.64471 -0.68224
C -0.93357 2.51678 4.73006
H -1.73985 -0.36826 6.29254
H -0.38020 -1.30223 4.46043
H 0.12665 4.02301 2.95880
H 2.39708 4.62775 2.29614
H 3.52399 6.25976 0.81364
H 3.19214 6.16637 -1.63159
H 2.10477 5.04909 -3.60091
H 0.52513 3.30461 -4.44029
H -0.68445 1.88432 -2.79815
H -1.11645 3.58570 4.79546
C -0.82417 -1.66265 -5.22053
C -1.00803 -1.31477 -3.75370
N -0.13780 -0.66082 -3.05272
O 1.06400 -0.25635 -3.70854
C -2.25655 -1.75094 -3.16221
C -3.26069 -2.61334 -3.87560
N -2.53563 -1.35523 -1.92436
O -3.64183 -1.75079 -1.44733
H 0.04404 -1.22301 -5.71060
H -1.69613 -1.31711 -5.77527
H -0.76267 -2.74439 -5.34724
H 1.11968 -0.70400 -4.56090
H -3.01600 -2.80163 -4.92104
H -4.24829 -2.14428 -3.82132
H -3.37343 -3.57825 -3.36833
O -3.53346 -4.65696 2.85545
C -2.56800 -5.33829 2.23079
C -2.56190 -6.73282 2.34913
C -1.59171 -7.49153 1.72042
C -0.60396 -6.87625 0.95814
C -0.60718 -5.49444 0.84620
C -1.56668 -4.70516 1.46853
C -1.48112 -3.20827 1.28198
O -0.54545 -2.73312 0.62291
N -2.48001 -2.54986 1.89420
N -2.50175 -1.20991 1.61045
C -3.37282 -0.53661 2.22194
S -3.65536 1.16338 1.82119
C -4.31654 1.55196 3.45576
C -5.27173 0.42281 3.81227
S -4.43599 -1.16072 3.50926
H -3.36458 -3.68045 2.61017
H -3.34296 -7.19339 2.94205
H -1.60910 -8.57162 1.82255
H 0.15316 -7.46700 0.45638
H 0.13874 -4.97108 0.26097
H -4.83544 2.51075 3.40189
H -3.50409 1.62003 4.17710
H -6.17373 0.48116 3.20167
H -5.54635 0.45937 4.86768
N 6.07591 -3.75319 -2.35139
C 5.83397 -2.53177 -2.86036
S 6.75593 -1.93050 -4.09333
C 4.69210 -1.80550 -2.23919
C 4.58667 -0.42429 -2.34967
C 3.52935 0.21462 -1.72208
N 2.60472 -0.42284 -1.01510
C 2.68912 -1.74431 -0.92510
C 3.70702 -2.47634 -1.51881
H 6.88786 -4.24343 -2.68482
H 5.67358 -4.02832 -1.47138
H 5.32319 0.13183 -2.91176
H 3.41621 1.29107 -1.79600
H 1.90267 -2.24848 -0.37067
H 3.67687 -3.55523 -1.43962
C -2.49018 4.97745 1.19522
C -2.66633 4.82626 -0.27817
C -2.42478 5.79860 -1.20602
C -2.58376 5.44160 -2.56780
N -2.96763 4.26066 -2.97747
C -3.23118 3.27694 -2.05733
S -3.66002 1.72181 -2.37966
N -3.06192 3.62528 -0.71756
C -2.25536 6.44616 -3.63515
H -2.31941 6.01906 1.45916
H -1.63480 4.38207 1.51671
H -3.36753 4.60873 1.72890
H -2.09823 6.78449 -0.91135
H -3.19841 2.85536 -0.06931
H -2.31834 7.46800 -3.26081
H -2.92233 6.31510 -4.48505
H -1.23397 6.26584 -3.97808

***

5.
97
Properties=species:S:1:pos:R:3 method="wB97M-V/def2-TZVPD" spin_multiplicity=4 lumo_ev="-0.297 / -1.372" molar_mass_g_mol=986.952 gap_ev="7.02 / 6.44"
Tc 0.82863 0.92007 -0.59985
S 0.95137 1.84974 1.47979
C 2.54495 2.55705 1.54601
C 2.79098 3.45592 2.62363
N 2.98750 4.17267 3.50242
C 3.47442 2.28431 0.59144
S 3.16809 1.17561 -0.70154
C 4.78239 2.85815 0.65547
N 5.83907 3.30963 0.69133
C -1.53564 -0.62973 -3.36206
C -0.78708 0.63735 -3.66736
O 0.42088 0.74224 -2.87381
H -2.51009 -0.58025 -3.85258
H -1.69766 -0.74049 -2.28995
H -0.99626 -1.50075 -3.72745
H -1.39652 1.52368 -3.45964
H -0.48893 0.66766 -4.71640
H 0.98133 1.41952 -3.27618
F 2.44029 7.01695 2.76180
C 1.99817 6.21550 1.80115
C 2.83443 5.84719 0.76074
F 4.08642 6.29695 0.72878
C 2.36347 5.00305 -0.23079
F 3.20993 4.64573 -1.19660
C 1.06469 4.51296 -0.21713
Se 0.42889 3.32003 -1.55016
C 0.25046 4.91071 0.82878
F -1.01748 4.47557 0.89397
C 0.69856 5.74299 1.83586
F -0.11276 6.09426 2.83517
C 3.54850 -2.28265 -4.47341
C 2.35790 -2.47393 -3.57184
C 1.36356 -3.39016 -3.89883
C 0.24824 -3.56165 -3.08504
C -0.82253 -4.55633 -3.44613
C 0.13429 -2.79453 -1.93428
C 1.12685 -1.88787 -1.56324
C 2.23316 -1.73679 -2.40110
N 1.00439 -1.10269 -0.39238
C 1.21021 -1.83477 0.90538
C 2.51988 -1.32776 1.54636
C 2.75275 -1.95529 2.92132
C 2.89672 -3.46701 2.76238
C 1.61754 -4.01382 2.13309
C 0.43178 -3.72788 3.05763
C 0.27967 -2.21477 3.21889
C 1.56033 -1.63539 3.82871
C 0.03307 -1.57162 1.85023
C 1.35895 -3.36289 0.76554
H 4.00109 -3.23905 -4.73874
H 4.30978 -1.66773 -3.99447
H 3.25764 -1.79134 -5.40441
H 1.45634 -3.97700 -4.80748
H -0.90420 -4.67999 -4.52615
H -1.79545 -4.24290 -3.06429
H -0.60245 -5.53665 -3.01735
H -0.76788 -2.86004 -1.33572
H 3.02519 -1.05857 -2.10984
H 2.48378 -0.24588 1.64800
H 3.34775 -1.55720 0.86744
H 3.66522 -1.53471 3.35167
H 3.07251 -3.94358 3.73182
H 3.75817 -3.69425 2.12686
H 1.71290 -5.09221 1.97931
H 0.59612 -4.19518 4.03335
H -0.48530 -4.15830 2.64178
H -0.57212 -1.99351 3.86963
H 1.72245 -2.05972 4.82442
H 1.46286 -0.55148 3.94893
H -0.08679 -0.49719 1.97515
H -0.88656 -1.95840 1.39538
H 0.44455 -3.80526 0.36690
H 2.16663 -3.60523 0.07017
O -1.31039 0.73888 -0.19665
S -2.40269 1.78669 -0.37326
C -3.75000 0.84237 -1.06264
C -4.06893 -0.40904 -0.55248
C -5.08902 -1.13055 -1.14542
C -5.78203 -0.59708 -2.22929
C -5.45530 0.65419 -2.72768
C -4.42366 1.38171 -2.14533
C -3.06529 2.04926 1.26282
C -2.52875 1.38884 2.35103
C -3.03406 1.66404 3.61496
C -4.05650 2.58707 3.77042
C -4.58226 3.24502 2.66416
C -4.08257 2.98303 1.40018
H -3.51034 -0.80687 0.28662
H -5.35088 -2.10888 -0.76429
H -6.58135 -1.16590 -2.68621
H -5.99350 1.06208 -3.57300
H -4.13873 2.35255 -2.53407
H -1.72854 0.67755 2.20988
H -2.61690 1.16071 4.47725
H -4.44177 2.80418 4.75784
H -5.37261 3.97292 2.78959
H -4.47388 3.50614 0.53512